ORCA calculation (the ωB97M-V functional and the def2-TZVPD basis) on a cluster of 3 separate species, C31H63BrIN3O7P3 in total at a distorted geometry.

Element x y z (Å)
C 1.306 -0.847 4.291
C 0.118 -0.264 4.803
C -1.512 -0.014 5.055
C -2.289 0.482 3.659
C -2.105 -0.602 2.443
C -2.749 -0.096 0.991
N -4.167 0.271 1.483
C -4.976 -0.835 1.189
O -5.853 -1.859 1.189
O -3.115 -1.203 0.044
P -1.897 -1.323 -1.222
C -2.829 -2.959 -1.650
C -0.499 -2.086 -0.167
C -0.590 -3.234 0.770
P -0.562 -1.829 -2.903
N -0.170 -3.606 -2.861
O 0.990 -1.061 -2.767
P -3.165 -0.527 -2.867
O -4.791 -1.180 -2.765
Br -2.249 -1.161 -4.898
O -1.426 0.363 -1.063
C -1.912 1.092 0.158
O -0.689 1.158 0.954
C 0.172 2.293 0.713
C 1.178 2.174 -0.597
N 1.988 0.903 -0.650
C 2.857 0.686 0.565
C 4.118 1.733 0.715
C 3.926 2.684 2.056
O 4.435 2.480 -0.513
C -2.789 2.457 -0.144
I -3.190 3.646 1.702
C -4.127 2.262 -1.050
C -5.297 3.429 -0.795
H 2.384 -1.188 3.919
H -2.072 -0.974 5.429
H -1.555 0.877 5.847
H -1.763 1.513 3.382
H -3.396 0.688 3.981
H -2.768 -1.548 2.745
H -1.010 -0.998 2.361
H -3.021 -3.089 -2.821
H -2.279 -3.932 -1.312
H -3.869 -2.940 -1.073
H 0.566 -1.549 -0.238
H -1.606 -3.838 0.916
H 0.309 -3.554 1.447
H 0.091 -3.949 -3.810
H 0.554 -3.806 -2.138
H 1.619 -1.723 -2.323
H -5.276 -0.807 -1.972
H -0.319 3.351 0.655
H 0.913 2.360 1.650
H 0.568 2.338 -1.609
H 1.895 3.124 -0.528
H 2.525 0.827 -1.546
H 2.271 0.660 1.592
H 3.319 -0.409 0.450
H 5.074 1.054 0.943
H 4.009 1.941 2.985
H 2.872 3.201 2.125
H 4.786 3.468 2.193
H 4.521 3.471 -0.311
H -2.057 3.161 -0.773
H -3.849 2.357 -2.206
H -4.683 1.238 -0.917
H -5.889 3.244 0.203
H -6.099 3.383 -1.674
H -4.831 4.502 -0.815
C -2.094 -5.515 -5.766
C -1.966 -6.979 -5.372
C -0.524 -7.404 -5.082
C 0.444 -7.294 -6.266
C 0.047 -8.087 -7.514
C -0.013 -9.588 -7.280
H -1.562 -5.299 -6.696
H -3.148 -5.259 -5.920
H -1.700 -4.864 -4.980
H -2.402 -7.610 -6.154
H -2.566 -7.150 -4.470
H -0.531 -8.435 -4.711
H -0.133 -6.792 -4.259
H 1.434 -7.629 -5.933
H 0.562 -6.240 -6.543
H 0.786 -7.887 -8.299
H -0.915 -7.736 -7.901
H 0.952 -9.967 -6.928
H -0.259 -10.104 -8.214
H -0.778 -9.852 -6.545
C 6.001 7.534 5.346
C 4.630 7.983 4.866
C 3.498 7.603 5.824
C 3.297 6.098 6.039
C 3.024 5.285 4.771
C 1.741 5.688 4.062
H 6.068 6.445 5.417
H 6.773 7.869 4.644
H 6.230 7.961 6.328
H 4.439 7.577 3.867
H 4.640 9.074 4.757
H 2.565 8.047 5.458
H 3.689 8.068 6.800
H 2.461 5.959 6.736
H 4.178 5.681 6.541
H 2.950 4.227 5.049
H 3.868 5.362 4.077
H 0.878 5.582 4.726
H 1.577 5.046 3.190
H 1.782 6.722 3.709

* multiplicity: 1
* max |F|: 10.6 eV/Å
* HOMO: -2.90 eV
* charge: -1
* frontier orbital gap: 4.765 eV

---

ORCA calculation (the ωB97M-V functional and the def2-TZVPD basis) on a cluster of 14 separate species, C31H63N14O21 in total at a distorted geometry.

Element x y z (Å)
C -43.636 24.638 43.220
C -42.271 24.959 43.718
C -42.195 25.470 45.235
C -42.011 24.346 46.162
C -40.771 23.534 45.839
C -40.900 22.849 44.413
N -41.236 23.797 43.345
O -41.093 23.430 42.138
C -41.866 21.613 44.446
C -39.443 22.383 44.232
C -41.804 26.147 42.808
H -43.923 23.791 43.922
H -43.746 24.435 42.287
H -44.181 25.700 43.462
H -42.844 26.311 45.266
H -41.403 26.279 45.319
H -42.939 23.674 46.364
H -41.880 24.889 47.032
H -40.534 22.821 46.469
H -39.988 24.338 46.031
H -42.707 21.864 44.745
H -41.650 20.751 45.039
H -41.918 21.199 43.405
H -38.693 23.123 44.372
H -39.367 21.870 43.125
H -39.188 21.396 44.817
H -40.749 26.492 43.057
H -42.302 27.100 43.107
H -42.066 25.974 41.903
N -42.910 22.426 49.058
C -42.845 23.784 49.618
C -41.294 24.010 49.709
C -40.553 22.742 49.419
C -41.662 21.813 48.881
H -43.847 22.022 48.865
H -43.700 24.484 49.759
H -40.971 24.957 50.014
H -39.392 22.596 49.268
H -41.736 20.861 48.581
N -42.662 16.732 45.083
C -42.481 15.896 43.952
C -41.278 16.367 43.183
C -40.766 17.595 43.951
C -41.781 17.839 45.163
H -43.524 16.368 45.679
H -43.057 14.950 43.900
H -40.854 15.665 42.442
H -39.952 18.326 43.612
H -41.932 18.547 46.015
N -37.066 19.877 45.464
C -37.103 20.789 46.492
C -38.131 20.309 47.452
C -38.643 18.999 46.996
C -37.750 18.784 45.687
H -36.344 19.788 44.703
H -36.551 21.697 46.611
H -38.412 20.662 48.329
H -39.406 18.188 47.412
H -37.678 18.004 45.050
C -44.125 18.381 42.729
N -45.287 18.282 41.692
O -46.178 17.533 41.878
O -45.184 18.962 40.563
H -44.478 18.222 43.586
H -43.719 19.345 42.548
H -43.358 17.659 42.177
C -43.181 23.537 39.142
N -43.049 22.430 40.210
O -42.075 21.722 40.125
O -44.060 22.249 40.893
H -42.739 24.346 39.857
H -44.192 23.785 39.066
H -42.926 23.260 38.328
C -36.410 27.420 45.169
N -37.244 26.309 44.564
O -36.913 25.112 44.558
O -38.211 26.784 44.086
H -36.698 28.418 45.182
H -35.377 27.426 44.749
H -36.246 27.242 46.219
C -47.825 26.101 45.544
N -46.622 25.240 45.527
O -45.839 25.434 46.467
O -46.393 24.557 44.633
H -47.456 26.991 45.226
H -48.315 26.280 46.464
H -48.536 26.082 44.505
C -40.490 31.327 42.672
N -40.892 29.853 42.387
O -41.862 29.743 41.652
O -40.406 29.122 43.128
H -39.267 31.523 42.831
H -40.994 31.676 43.654
H -41.036 31.855 41.742
C -40.307 29.161 46.262
N -40.040 28.127 47.305
O -39.455 27.061 46.952
O -40.459 28.425 48.370
H -41.280 29.490 46.397
H -40.123 28.357 45.571
H -39.332 29.888 46.206
C -44.465 29.285 43.761
N -43.366 29.497 44.572
O -43.080 30.633 44.982
O -42.824 28.463 45.069
H -45.356 29.694 44.201
H -44.845 28.400 43.229
H -44.205 29.935 42.984
C -46.717 21.707 42.684
N -47.076 20.695 43.679
O -48.179 20.136 43.546
O -45.990 20.255 44.231
H -46.115 21.280 41.843
H -46.047 22.409 43.292
H -47.648 22.266 42.454
C -41.194 28.275 38.956
N -40.060 28.381 38.043
O -38.982 28.885 38.535
O -40.194 28.022 36.904
H -40.900 27.554 39.658
H -42.091 27.796 38.456
H -41.466 29.452 39.056
C -46.293 26.133 39.336
N -45.261 26.811 40.063
O -45.481 27.986 40.305
O -44.223 26.279 40.317
H -46.704 25.360 40.130
H -45.982 25.409 38.536
H -47.108 26.745 39.159

* multiplicity: 1
* max |F|: 14.4 eV/Å
* relative energy (zero: lowest compared OMol25 entry of this formula, charge and spin): 116.2 kcal/mol
* HOMO: -9.53 eV
* charge: +1
* frontier orbital gap: 3.966 eV

---

ORCA calculation (the ωB97M-V functional and the def2-TZVPD basis) on a cluster of 13 separate species, C31H63N5O8S3 in total at a distorted geometry.

Element x y z (Å)
C -20.393 -4.443 -21.380
O -20.049 -3.197 -20.776
H -21.159 -4.236 -22.127
H -19.586 -4.788 -22.036
H -20.762 -5.137 -20.631
H -19.445 -3.405 -20.049
C -19.900 -1.332 -23.855
O -18.841 -1.853 -23.077
H -19.553 -0.863 -24.772
H -20.590 -2.153 -24.104
H -20.506 -0.612 -23.295
H -19.176 -2.006 -22.181
C -17.228 -4.113 -18.169
O -18.580 -4.237 -18.498
H -16.665 -4.000 -19.097
H -16.918 -3.253 -17.555
H -16.778 -4.882 -17.531
H -18.958 -5.089 -18.253
C -20.639 -5.700 -25.107
O -21.700 -5.186 -24.303
H -20.747 -6.786 -25.179
H -20.600 -5.344 -26.138
H -19.696 -5.576 -24.563
H -21.462 -4.254 -24.228
C -11.574 -5.126 -19.490
O -12.917 -5.629 -19.537
H -10.812 -5.896 -19.598
H -11.536 -4.291 -20.184
H -11.400 -4.826 -18.446
H -13.499 -4.897 -19.253
N -11.338 -9.770 -21.340
C -11.890 -11.020 -21.358
C -13.186 -10.880 -20.883
C -13.419 -9.526 -20.668
C -12.259 -8.844 -20.911
H -10.382 -9.579 -21.574
H -11.428 -11.878 -21.812
H -13.890 -11.695 -20.807
H -14.338 -9.117 -20.271
H -12.003 -7.808 -20.768
N -19.185 -7.584 -17.952
C -18.095 -7.545 -18.791
C -18.536 -7.628 -20.064
C -19.945 -7.839 -20.069
C -20.306 -7.657 -18.729
H -19.164 -7.599 -16.951
H -17.101 -7.493 -18.376
H -17.913 -7.526 -20.939
H -20.686 -7.759 -20.846
H -21.251 -7.817 -18.228
N -15.060 -6.290 -21.551
C -15.851 -7.047 -22.372
C -16.749 -6.154 -22.933
C -16.487 -4.860 -22.437
C -15.465 -5.005 -21.501
H -14.303 -6.651 -20.985
H -15.602 -8.094 -22.428
H -17.530 -6.450 -23.618
H -17.001 -3.953 -22.716
H -14.988 -4.298 -20.841
N -17.208 -9.703 -27.623
C -16.306 -9.065 -26.836
C -16.992 -8.200 -26.015
C -18.350 -8.359 -26.300
C -18.477 -9.263 -27.336
H -16.980 -10.339 -28.363
H -15.279 -9.375 -26.959
H -16.598 -7.502 -25.294
H -19.116 -7.884 -25.707
H -19.322 -9.703 -27.837
N -12.754 -4.907 -23.305
C -12.334 -6.227 -23.290
C -11.013 -6.176 -22.923
C -10.584 -4.832 -22.889
C -11.700 -4.079 -23.153
H -13.704 -4.683 -23.550
H -13.075 -6.996 -23.417
H -10.370 -7.029 -22.760
H -9.617 -4.430 -22.640
H -11.826 -3.031 -23.382
C -16.893 -1.479 -20.258
S -16.828 0.316 -20.505
O -16.166 0.887 -19.282
C -15.663 0.329 -21.893
H -17.310 -2.058 -21.083
H -17.618 -1.664 -19.460
H -15.956 -1.920 -19.909
H -15.294 1.334 -22.064
H -16.256 0.000 -22.749
H -14.878 -0.401 -21.699
C -16.655 -11.319 -22.272
S -16.886 -12.777 -23.326
O -18.372 -12.986 -23.337
C -16.413 -11.978 -24.888
H -17.584 -10.740 -22.291
H -15.888 -10.623 -22.612
H -16.525 -11.564 -21.219
H -15.366 -12.034 -25.182
H -16.586 -10.895 -24.869
H -17.134 -12.353 -25.613
C -14.724 -1.196 -17.052
S -13.864 -2.791 -17.048
O -13.884 -3.249 -18.502
C -12.152 -2.278 -16.690
H -15.699 -1.289 -17.513
H -14.124 -0.412 -17.521
H -14.734 -0.847 -16.015
H -11.440 -3.097 -16.755
H -12.103 -1.886 -15.674
H -11.854 -1.529 -17.425

* multiplicity: 1
* max |F|: 2.9 eV/Å
* relative energy (zero: lowest compared OMol25 entry of this formula, charge and spin): 21.8 kcal/mol
* HOMO: -8.11 eV
* frontier orbital gap: 8.419 eV

---

ORCA calculation (the ωB97M-V functional and the def2-TZVPD basis) on a cluster of 14 separate species, C31H64O16 in total at a distorted geometry.

Element x y z (Å)
O 5.026 -1.366 0.454
C 4.468 -0.300 0.235
C 2.915 -0.004 0.509
C 2.224 0.490 -0.813
C 2.736 -0.067 -2.077
C 2.208 0.343 -3.386
C 1.133 1.356 -3.376
C 0.585 1.892 -2.120
C 1.121 1.465 -0.785
C 0.470 2.084 0.479
O 0.790 1.863 1.637
C -0.747 3.050 0.284
C -1.218 3.455 -0.950
C -0.550 2.944 -2.241
O -0.875 3.376 -3.331
C 5.275 0.929 -0.316
C 5.175 2.269 0.293
C 5.932 3.430 -0.201
C 6.823 3.248 -1.369
C 6.910 1.925 -1.989
C 6.150 0.771 -1.483
H 2.439 -0.929 0.938
H 2.916 0.785 1.319
H 3.554 -0.835 -2.099
H 2.575 -0.063 -4.358
H 0.755 1.687 -4.379
H -1.279 3.419 1.193
H -2.096 4.153 -1.001
H 4.531 2.441 1.185
H 5.841 4.434 0.289
H 7.430 4.102 -1.750
H 7.598 1.783 -2.864
H 6.227 -0.240 -1.954
C -0.225 -0.335 4.250
O 0.297 -1.631 4.477
H -1.297 -0.412 4.066
H -0.054 0.292 5.128
H 0.262 0.107 3.376
H 1.246 -1.524 4.633
C -0.634 -2.573 1.359
O -0.122 -1.678 0.378
H 0.127 -3.320 1.585
H -0.877 -2.015 2.264
H -1.527 -3.073 0.975
H -0.812 -1.028 0.200
C -4.697 1.661 -0.212
O -4.504 2.715 0.727
H -3.792 1.056 -0.248
H -5.533 1.040 0.095
H -4.891 2.083 -1.202
H -5.314 3.236 0.745
C 3.520 -2.940 2.516
O 2.712 -2.491 3.587
H 4.459 -2.397 2.551
H 3.716 -4.011 2.611
H 3.018 -2.736 1.569
H 1.881 -2.980 3.537
C -1.919 -1.250 -3.972
O -2.118 -0.412 -2.840
H -1.742 -2.268 -3.626
H -2.810 -1.233 -4.605
H -1.053 -0.905 -4.540
H -2.272 0.481 -3.171
C 2.456 5.107 2.232
O 2.203 4.633 0.912
H 3.107 5.979 2.173
H 1.518 5.391 2.713
H 2.951 4.323 2.812
H 1.633 3.859 0.988
C -1.379 5.859 3.547
O -0.460 6.938 3.662
H -0.832 4.920 3.635
H -2.122 5.919 4.345
H -1.873 5.900 2.572
H -0.969 7.751 3.580
C -6.136 -1.468 -1.911
O -6.524 -0.549 -0.890
H -5.245 -1.086 -2.408
H -5.914 -2.440 -1.469
H -6.944 -1.568 -2.643
H -7.312 -0.908 -0.467
C -2.095 2.217 6.700
O -2.725 2.918 5.639
H -1.846 2.913 7.500
H -2.768 1.449 7.090
H -1.179 1.760 6.320
H -2.929 2.276 4.950
C -4.672 -5.226 -0.563
O -5.294 -4.499 -1.613
H -4.455 -4.541 0.255
H -5.343 -6.013 -0.208
H -3.739 -5.669 -0.920
H -5.476 -5.126 -2.325
C 7.764 -1.885 2.914
O 6.759 -0.892 2.777
H 8.554 -1.495 3.555
H 7.340 -2.784 3.371
H 8.182 -2.128 1.933
H 6.071 -1.259 2.206
C 0.453 -2.344 -6.879
O -0.523 -1.328 -7.074
H 1.232 -1.957 -6.223
H -0.008 -3.219 -6.414
H 0.896 -2.623 -7.838
H -1.200 -1.691 -7.655
C -7.305 -7.485 -3.865
O -6.416 -6.384 -3.711
H -6.731 -8.408 -3.799
H -8.056 -7.470 -3.072
H -7.793 -7.434 -4.841
H -6.946 -5.580 -3.774

* multiplicity: 1
* max |F|: 3.6 eV/Å
* HOMO: -8.98 eV
* frontier orbital gap: 7.694 eV

---

- frontier orbital gap of number 3 (C31H63N5O8S3)?
  8.419 eV